Here is a 2-piece molecular cluster, C9H14O overall from the Open Molecules 2025 dataset. Energies are from ωB97M-V/def2-TZVPD.

The geometry in XYZ format:
```
24
Properties=species:S:1:pos:R:3:forces:R:3
C -0.2955 -0.9447 3.2423 -0.7 0.5 2.2
C -0.4531 0.0228 2.0894 0.1 1.0 0.1
C -0.9120 -0.4627 0.9033 -0.7 0.6 -2.2
C -1.4451 0.4250 -0.1676 1.4 -3.6 0.2
C -1.2825 1.7523 -0.0131 -1.1 3.3 -0.7
C -0.8740 2.2867 1.2381 0.2 -0.5 0.7
C -0.3963 1.4518 2.2338 -1.2 -1.5 -1.3
H -1.2907 -1.4486 3.4512 1.3 -0.1 -0.8
H -0.2712 -0.3532 4.1823 0.4 0.0 -0.4
H 0.5871 -1.6175 3.3611 -0.8 0.3 -0.8
H -0.7589 -1.5439 0.7768 -0.8 0.4 -0.3
H -1.8357 -0.0701 -1.1194 0.7 0.9 1.4
H -1.5593 2.5406 -0.8253 0.2 -1.8 1.4
H -1.0834 3.3151 1.5712 0.6 -0.3 -0.9
H -0.1268 1.8611 3.1550 0.4 0.6 1.4
C 1.6663 -0.0392 -2.1741 -3.8 -0.5 -0.1
C 1.4377 -1.2365 -3.2233 3.5 0.6 4.9
O 0.6507 -2.2078 -2.6087 -4.1 0.7 -1.9
H 2.6044 0.1676 -1.8272 2.8 -0.4 0.8
H 0.9772 -0.1889 -1.2730 1.2 -0.5 -1.1
H 1.3472 0.9800 -2.3766 -0.4 0.1 -1.3
H 1.2141 -0.9803 -4.1630 -1.9 1.4 -3.4
H 2.3344 -1.7923 -3.4021 1.4 0.2 0.2
H -0.2348 -1.9174 -3.0310 1.4 -1.5 1.7
```
Positions in Å, forces in eV/Å.

Calculated values
**Relative energy (zero: lowest compared OMol25 entry of this formula, charge and spin)**: 253.6 kJ/mol
**LUMO**: 0.84 eV
**Structure (SMILES)**: Cc1ccccc1.CCO
**HOMO-LUMO gap**: 9.80 eV
**E_tot**: -11605.008 eV

Atom charges from the Mulliken analysis, given in e for atoms 1 to 6: number 1, C, carries -1.293; number 2, C, carries 0.598; number 3, C, carries -0.165; number 4, C, carries -0.607; number 5, C, carries -0.101; number 6, C, carries -0.450

---

Here is one molecule with the formula C15H20N6O2S from the Open Molecules 2025 dataset. Energies are from ωB97M-V/def2-TZVPD.

The geometry in XYZ format:
```
44
Properties=species:S:1:pos:R:3:forces:R:3
C -2.8787 -1.2044 -3.9567 -0.7 0.1 0.3
C -1.3963 -1.2268 -4.1467 0.7 -0.2 0.6
C -0.6354 -1.4180 -2.8388 0.5 1.2 -0.6
N 0.0041 -0.3976 -2.3355 0.1 -1.2 0.1
N 0.7651 -0.7414 -1.2501 -0.7 -0.1 -0.7
C 0.6607 -2.0125 -0.9446 0.3 2.1 0.3
N 1.3585 -2.2951 0.2039 0.8 -1.3 1.7
C 1.1505 -3.3944 1.0072 0.2 -0.3 -0.3
O 0.4804 -4.3088 0.6003 -0.8 -0.9 -0.3
C 1.7797 -3.4900 2.4023 0.7 0.5 -0.1
C 0.8003 -3.0753 3.5068 -0.5 -0.3 0.3
C 0.2319 -1.7159 3.3039 0.0 0.9 -0.4
N 0.7230 -0.8405 2.4730 0.2 -1.3 0.6
C -0.2124 0.1405 2.4394 -0.1 1.2 -0.1
C -0.0049 1.3407 1.5598 1.7 0.4 -1.6
C 1.2352 1.5759 0.9600 -2.2 -1.1 1.4
C 1.5122 2.7194 0.0212 -1.0 0.1 0.7
N 0.4007 3.6837 0.0360 0.4 1.0 0.2
C 0.6258 4.8044 -0.8913 0.2 -0.8 0.2
C -0.9201 3.0316 -0.0961 0.3 0.8 0.5
C -1.1802 2.2722 1.2095 0.4 -0.8 0.2
N -1.2214 -0.0853 3.2413 -0.1 0.7 0.2
O -0.9119 -1.2972 3.8927 0.9 -0.2 -1.5
S -0.3802 -2.9260 -1.9527 0.0 0.4 -0.2
H -3.2247 -2.0782 -3.3895 -0.2 0.2 -0.3
H -3.1884 -0.2881 -3.4313 0.1 -0.4 0.0
H -3.3084 -1.1609 -4.9494 -0.5 -0.2 -0.1
H -1.1358 -0.2717 -4.6259 0.5 -0.3 0.5
H -1.0898 -2.0161 -4.8313 -0.1 -0.1 -0.1
H 1.7102 -1.4920 0.7233 -0.2 0.1 -0.6
H 2.0937 -4.5379 2.5997 -0.3 0.7 -0.4
H 2.6856 -2.8643 2.4590 -0.3 -0.1 0.0
H 1.3247 -3.0637 4.4583 0.0 -0.3 0.2
H -0.0236 -3.8082 3.5666 0.3 0.3 0.1
H 2.0732 0.8833 1.1431 -0.5 0.4 0.0
H 1.6165 2.3193 -0.9794 0.3 -0.4 -0.6
H 2.4876 3.1649 0.3019 -0.6 0.2 -0.1
H -0.0895 5.5918 -0.6885 -0.3 0.1 -0.1
H 1.6253 5.2583 -0.7907 -0.3 -0.4 0.2
H 0.5371 4.4424 -1.9214 -0.1 0.3 -0.3
H -0.9447 2.3884 -0.9766 0.1 -0.6 -0.1
H -1.7638 3.7516 -0.2854 1.1 -0.2 0.4
H -2.1143 1.7028 1.0970 0.2 0.0 0.3
H -1.2574 2.9391 2.0755 -0.4 0.2 -0.4
```
Positions in Å, forces in eV/Å.

Calculated values
**Relative energy (zero: lowest compared OMol25 entry of this formula, charge and spin)**: 319.4 kJ/mol
**LUMO**: 0.65 eV
**Structure (SMILES)**: CCc1nnc(NC(=O)CCc2nc(C3=CCN(C)CC3)no2)s1
**HOMO-LUMO gap**: 8.96 eV
**E_tot**: -39748.555 eV

Atom charges from the Mulliken analysis, given in e for atoms 1 to 6: number 1, C, carries -1.016; number 2, C, carries -0.396; number 3, C, carries 0.336; number 4, N, carries -0.546; number 5, N, carries -0.030; number 6, C, carries 0.157

---

Here is one molecule with the formula C5H10O from the Open Molecules 2025 dataset. Energies are from ωB97M-V/def2-TZVPD.

The geometry in XYZ format:
```
16
Properties=species:S:1:pos:R:3:forces:R:3
C 2.5603 0.0484 -0.2156 0.1 0.0 0.0
C 1.2359 0.2665 0.4968 0.2 0.0 0.2
O 0.2060 0.4578 -0.4631 0.0 0.0 0.0
C -0.8765 -0.3936 -0.2872 -0.1 -0.2 0.0
C -1.9712 -0.0196 0.6681 0.0 0.0 0.3
C -2.1877 0.0573 -0.8257 0.0 0.0 -0.2
H 3.3593 -0.1399 0.5059 -0.1 0.0 0.0
H 2.8389 0.9343 -0.7936 -0.1 -0.1 0.0
H 2.5093 -0.8152 -0.8898 -0.1 0.2 0.1
H 1.0109 -0.5778 1.1607 -0.1 0.0 -0.2
H 1.2691 1.1455 1.1517 0.1 0.0 -0.1
H -0.6194 -1.4504 -0.3743 -0.1 0.1 0.0
H -2.4493 -0.8050 1.2456 0.0 0.1 -0.2
H -1.8681 0.9231 1.1948 0.0 -0.1 -0.1
H -2.8246 -0.6808 -1.3056 0.1 0.2 0.1
H -2.1928 1.0492 -1.2688 -0.1 -0.2 0.1
```
Positions in Å, forces in eV/Å.

Calculated values
**Relative energy (zero: lowest compared OMol25 entry of this formula, charge and spin)**: 146.1 kJ/mol
**LUMO**: 1.21 eV
**Structure (SMILES)**: CCOC1CC1
**HOMO-LUMO gap**: 10.61 eV
**E_tot**: -7393.251 eV

Atom charges from the Mulliken analysis, given in e for atoms 1 to 6: number 1, C, carries -1.091; number 2, C, carries -0.372; number 3, O, carries -0.378; number 4, C, carries 0.017; number 5, C, carries -0.504; number 6, C, carries -0.589

---

Here is C2H7N3S as an isolated structure from the Open Molecules 2025 dataset. Energies are from ωB97M-V/def2-TZVPD.

The geometry in XYZ format:
```
13
Properties=species:S:1:pos:R:3:forces:R:3
C 1.1377 -0.0911 -0.3446 3.7 2.9 1.4
C -0.2979 -0.0289 -0.3101 -1.5 1.6 1.0
H 1.7056 0.6786 0.3981 -1.9 -2.0 -1.3
H 1.4851 0.3197 -1.2685 0.0 -0.1 -1.1
H 1.6787 -0.9986 -0.2225 -0.1 -1.1 0.2
H -1.8222 -0.1366 0.9530 2.3 1.9 0.6
H -0.2915 1.5756 2.3454 -0.4 1.1 1.2
H 0.1646 -0.0988 2.9056 -1.3 2.9 -3.6
H -1.3861 -1.1350 -3.5945 1.8 0.4 2.5
N -0.8963 0.4567 0.8686 -1.0 -2.0 1.6
N 0.0035 0.7014 2.0229 -0.2 -3.9 0.5
N -1.1129 -0.1578 -1.2941 0.1 -0.8 0.8
S -0.3685 -1.0850 -2.4591 -1.4 -0.9 -3.9
```
Positions in Å, forces in eV/Å.

Calculated values
**Relative energy (zero: lowest compared OMol25 entry of this formula, charge and spin)**: 329.9 kJ/mol
**LUMO**: 0.75 eV
**HOMO-LUMO gap**: 8.55 eV
**E_tot**: -17489.493 eV

Atom charges from the Mulliken analysis, given in e for atoms 1 to 6: number 1, C, carries -1.172; number 2, C, carries 0.601; number 3, H, carries 0.309; number 4, H, carries 0.423; number 5, H, carries 0.343; number 6, H, carries 0.312

---

Here is one molecule with the formula C3H9NOS2 from the Open Molecules 2025 dataset. Energies are from ωB97M-V/def2-TZVPD.

The geometry in XYZ format:
```
16
Properties=species:S:1:pos:R:3:forces:R:3
N -0.4765 0.1582 1.1934 0.7 0.9 2.1
C 0.0473 0.0832 -0.1573 -2.3 2.1 -2.6
C -1.2963 0.6232 -0.9618 3.0 -3.7 -1.2
O -1.4065 1.9602 -0.6997 -1.4 1.9 -1.0
C 0.6365 -1.2203 -0.7145 -1.0 -1.4 1.6
S 2.4039 -1.2544 -0.2286 0.3 0.6 0.0
S 2.6141 -0.8068 1.9066 0.8 -0.6 -0.1
H 0.0177 -0.3858 1.9066 -0.3 0.2 -0.8
H -0.5649 1.1449 1.6124 0.3 -1.9 -1.4
H 0.7483 0.8312 -0.5607 0.3 0.2 1.2
H -1.9670 -0.0903 -0.4872 -1.2 0.6 -0.3
H -1.1288 0.3463 -2.0678 -0.5 0.7 1.3
H -1.9605 2.4252 -1.3959 1.0 -1.0 1.4
H 0.3376 -2.1607 -0.1506 -0.7 1.2 -1.0
H 0.4058 -1.3416 -1.8420 1.0 0.2 1.9
H 1.5893 -0.3125 2.6471 0.0 0.0 -1.0
```
Positions in Å, forces in eV/Å.

Calculated values
**Relative energy (zero: lowest compared OMol25 entry of this formula, charge and spin)**: 290.5 kJ/mol
**LUMO**: -0.26 eV
**Structure (SMILES)**: N[C@H](CO)CSS
**HOMO-LUMO gap**: 8.06 eV
**E_tot**: -28462.429 eV

Atom charges from the Mulliken analysis, given in e for atoms 1 to 6: number 1, N, carries -0.500; number 2, C, carries 0.101; number 3, C, carries -0.643; number 4, O, carries -0.491; number 5, C, carries -0.529; number 6, S, carries -0.063

---

Here is a 3-piece molecular cluster, C14H37BNO13P2 overall from the Open Molecules 2025 dataset. Energies are from ωB97M-V/def2-TZVPD.

The geometry in XYZ format:
```
68
Properties=species:S:1:pos:R:3:forces:R:3
C -3.8675 4.7760 -7.6791 0.9 0.8 -0.1
C -2.6210 3.8107 -7.7303 0.2 0.6 -0.7
O -2.9269 2.4123 -7.7539 -0.5 0.7 0.5
C -3.8365 2.0182 -6.7163 -0.3 -0.6 0.4
C -3.4664 2.5133 -5.2525 -0.2 -0.3 -0.4
O -3.5165 1.3677 -4.3863 -1.0 1.5 -0.1
C -4.8055 1.1984 -3.7830 -0.4 -1.7 1.3
C -4.6750 1.1063 -2.2034 0.4 0.2 -0.4
O -4.3922 2.3955 -1.6656 -0.9 -1.5 -0.5
C -4.3831 2.3856 -0.2132 1.2 2.3 2.7
N -3.1229 2.9401 0.3174 0.5 -3.2 -0.8
B -2.2421 1.7976 0.5968 -2.2 2.3 -0.2
O -2.4941 1.0556 1.8435 0.3 -0.6 -1.4
O -1.1766 1.3487 -0.2747 0.7 0.7 1.4
C 0.0154 2.1187 -0.0279 0.1 0.2 -0.3
H -4.5517 4.6229 -6.8058 0.5 -0.1 -0.9
H -3.4496 5.8257 -7.5616 -0.4 -1.1 -0.1
H -4.4049 4.7904 -8.6721 0.3 -0.3 1.2
H -2.0929 4.0273 -8.7100 -0.6 -0.4 1.0
H -1.8536 4.0392 -6.9311 -1.0 -0.2 -0.6
H -4.9091 2.3016 -6.9619 1.2 0.0 0.1
H -3.8310 0.8869 -6.6974 0.2 1.3 0.0
H -2.4390 2.9494 -5.1527 -0.9 -0.5 -0.3
H -4.2101 3.3142 -4.9649 0.8 -0.9 0.1
H -5.5815 1.9439 -4.1017 0.9 -0.3 0.3
H -5.1889 0.1786 -4.1038 0.3 1.0 0.2
H -5.5982 0.6299 -1.7383 0.7 0.6 -0.7
H -3.8178 0.4025 -1.9525 -0.7 0.6 -0.4
H -5.1997 3.0917 0.1527 0.4 -0.8 -0.8
H -4.6374 1.3688 0.2213 0.1 0.5 -0.8
H -2.8369 0.1973 1.5449 0.4 0.1 0.4
H 0.5375 1.7995 0.9259 -0.5 0.3 -0.9
H -0.2123 3.2286 0.0321 0.1 -1.2 0.0
H 0.7172 1.9693 -0.8960 -0.6 0.1 0.8
C -0.2852 -2.0970 3.2509 -0.1 0.0 -0.4
O -0.7779 -1.6495 4.5180 2.9 -1.9 0.0
P 0.4298 -1.1992 5.6528 -5.2 6.7 3.9
O -0.5388 -1.1173 6.8209 1.0 -1.3 -1.1
O 0.6374 0.2605 4.9384 1.3 -1.0 0.5
C -0.4961 1.0695 4.6379 -0.6 0.0 -0.8
O 1.8336 -0.9168 6.5988 0.3 -2.2 -2.7
C 2.7224 -2.0354 6.6832 0.2 -0.1 0.1
H -1.1212 -2.1494 2.5540 0.0 0.1 0.1
H 0.4588 -1.4003 2.8524 -0.1 0.0 0.0
H 0.1607 -3.0893 3.3531 -0.1 0.0 -0.1
H -1.3570 0.8269 5.2622 0.1 -0.1 0.1
H -0.7645 0.9305 3.5891 -0.2 0.1 0.1
H -0.2267 2.1150 4.7915 0.2 -0.1 0.1
H 3.1029 -2.2857 5.6915 0.2 -0.2 0.1
H 2.2068 -2.9001 7.1134 0.1 0.0 0.0
H 3.5637 -1.7650 7.3213 -0.1 0.1 0.0
C 4.9387 -4.7786 0.1467 -0.1 0.0 -0.4
O 4.5675 -4.3057 1.4441 2.8 -2.0 -0.2
P 5.8826 -3.9131 2.4817 -4.7 7.0 4.4
O 5.0075 -3.7816 3.7164 0.8 -1.4 -1.2
O 6.0879 -2.4629 1.7392 1.2 -0.9 0.3
C 4.9664 -1.6180 1.5241 -0.5 0.0 -0.5
O 7.3600 -3.6551 3.3209 0.0 -2.3 -2.7
C 8.2243 -4.7926 3.3652 0.2 -0.1 0.2
H 4.0498 -4.7918 -0.4842 0.0 0.0 0.1
H 5.6839 -4.1202 -0.3113 0.0 0.0 0.0
H 5.3419 -5.7912 0.2197 -0.1 0.0 -0.2
H 4.1514 -1.8276 2.2180 0.1 -0.1 0.0
H 4.6094 -1.7500 0.4998 -0.1 0.1 0.1
H 5.2857 -0.5832 1.6489 0.2 -0.1 0.0
H 8.5315 -5.0721 2.3554 0.2 -0.1 0.1
H 7.7207 -5.6361 3.8478 0.1 0.0 0.0
H 9.1130 -4.5300 3.9390 -0.1 0.1 0.0
```
Positions in Å, forces in eV/Å.

Calculated values
**Relative energy (zero: lowest compared OMol25 entry of this formula, charge and spin)**: 460.9 kJ/mol
**Charge**: -1
**LUMO**: -1.14 eV
**HOMO-LUMO gap**: 1.38 eV
**E_tot**: -62475.406 eV

Atom charges from the Mulliken analysis, given in e for atoms 1 to 6: number 1, C, carries -0.893; number 2, C, carries -0.293; number 3, O, carries -0.446; number 4, C, carries -0.497; number 5, C, carries -0.215; number 6, O, carries -0.367